This record from the OMol25 dataset describes a structure of composition C6H8CeLiO6 at a distorted geometry. The level of theory is ωB97M-V/def2-TZVPD.

```
! RIJCOSX wB97M-V def2-TZVPD def2/J DEFGRID3
* xyz 2 2
Ce 0.0755 2.7525 -0.5318
O -1.8336 2.0153 0.2825
O -1.5285 -0.2382 0.0097
C 2.4041 0.7248 -0.9945
C 1.3200 1.3876 -1.8287
O -2.0177 0.7049 2.1329
C -1.8818 1.0310 0.9908
H 3.0730 0.0698 -1.5710
H 3.0290 1.4683 -0.4782
H 0.8323 0.6323 -2.4684
H 1.8401 2.0787 -2.5140
Li -0.1006 0.6902 2.9919
O 0.8212 1.4236 1.1630
O 1.9101 -0.2001 0.0260
C -1.9605 -1.3758 0.2902
C -1.3725 -2.5833 -0.2854
O 0.8661 -0.6467 1.9091
C 1.2104 0.2051 1.0602
H -2.7569 -1.4510 1.0446
H -2.0296 -2.9349 -1.0954
H -0.3626 -2.4387 -0.6776
H -1.5374 -3.3152 0.5440
*
```

highest occupied orbital energy (alpha / beta) = -0.607 / -0.605 Eh
E_tot = -31756.167 eV
energy above the lowest of the compared OMol25 structures with the same formula, charge and spin = 0.0 kJ/mol
gap between HOMO and LUMO (alpha / beta) = 8.8 / 8.7 eV

Mulliken atomic charge list, values in e, 5 entries:
1 Ce 1.62
2 O -0.61
3 O -0.22
4 C -0.41
5 C -1.10

---

This record from the OMol25 dataset describes a structure of composition C8H12N3 at a distorted geometry. The level of theory is ωB97M-V/def2-TZVPD.

```
! RIJCOSX wB97M-V def2-TZVPD def2/J DEFGRID3
* xyz 1 1
C -0.3590 -1.1604 3.5730
C 0.6137 -0.9188 2.6259
C -1.6262 -0.7611 3.2291
C 0.3011 -0.2188 1.4840
C -1.0269 0.1008 1.2292
C 1.1586 0.1825 0.3295
C -0.2256 0.4504 -0.9481
C 0.0716 1.4951 -1.9523
N -1.9496 -0.0707 2.1424
N -1.2234 0.5762 -0.0847
N -0.1828 -1.0909 -1.8911
H -0.2141 -1.8530 4.4735
H 1.6785 -1.3523 2.7149
H -2.4234 -1.1005 4.0219
H 1.6943 1.1732 0.4544
H 1.7922 -0.4935 -0.0611
H 0.2459 2.5160 -1.3247
H -0.7818 1.5958 -2.6957
H 0.9672 1.4403 -2.5386
H -2.2788 0.7759 -0.2048
H 0.6744 -1.6698 -1.5006
H -0.0502 -0.9575 -2.8934
H -1.0843 -1.6313 -1.7907
*
```

highest occupied orbital energy = -0.456 Eh
E_tot = -12952.467 eV
energy above the lowest of the compared OMol25 structures with the same formula, charge and spin = 226.2 kJ/mol
gap between HOMO and LUMO = 9.1 eV

Mulliken atomic charge list, values in e, 5 entries:
1 C -0.32
2 C -0.57
3 C -0.23
4 C 1.17
5 C 0.04

---

Which value of E_tot does entry 2 give?
-12952.467 eV